{
  "formula": "C31H43I2N3O5PtSSi",
  "method": "ωB97M-V/def2-TZVPD",
  "e_lumo_ev": [-6.231, -8.301],
  "e_above_lowest_kj_mol": 1.78,
  "energy_ha": -3149.4886,
  "homo_energy_ha": [-0.4943, -0.5123],
  "homo_lumo_gap_ev": [7.22, 5.64],
  "max_force_ev_per_a": 0.44,
  "spin_multiplicity": 5,
  "s2": 6.046,
  "charge": 2,
  "elements": ["Pt", "C", "C", "N", "C", "C", "C", "O", "C", "C", "N", "C", "C", "C", "C", "C", "C", "I", "C", "O", "H", "H", "H", "H", "H", "H", "H", "H", "H", "H", "H", "H", "C", "C", "C", "C", "O", "Si", "S", "O", "C", "C", "C", "C", "O", "C", "C", "C", "C", "H", "H", "H", "H", "H", "H", "H", "H", "H", "H", "H", "H", "H", "H", "H", "H", "H", "H", "H", "H", "H", "H", "H", "H", "H", "H", "H", "I", "C", "C", "C", "C", "C", "N", "H", "H", "H", "H"],
  "xyz": [[0.81626, -0.85708, 0.31436], [0.47837, -1.24138, -4.60100], [1.78591, -0.78569, -4.06184], [2.78681, -0.59103, -4.88613], [3.96478, -0.20746, -4.37616], [4.24429, -0.00746, -3.00105], [5.65498, 0.39594, -2.60442], [5.69368, 1.64323, -1.93084], [3.22961, -0.18965, -2.08683], [3.55742, 0.05664, -0.66631], [2.93799, -0.38440, 0.36082], [3.56132, -0.20871, 1.64194], [4.95094, -0.28751, 1.74469], [5.59534, -0.12942, 2.95814], [4.85881, 0.09549, 4.11009], [3.47415, 0.14083, 4.03943], [2.84060, -0.02473, 2.82026], [0.74280, 0.01312, 2.87418], [1.93278, -0.58965, -2.60433], [0.91400, -0.80835, -1.90728], [0.59559, -1.51738, -5.64473], [-0.25271, -0.43167, -4.52416], [0.07874, -2.07737, -4.02576], [4.75041, -0.03945, -5.10618], [6.28901, 0.39641, -3.49100], [6.06782, -0.34965, -1.92417], [5.81288, 2.36090, -2.56141], [4.44815, 0.65627, -0.50871], [5.53447, -0.51131, 0.86055], [6.67404, -0.19886, 3.00304], [5.35147, 0.21703, 5.06519], [2.89029, 0.29117, 4.93816], [-3.40271, -1.15094, 2.24533], [-2.93499, -1.40511, 0.82213], [-4.04422, -1.14269, -0.18196], [-2.40310, -2.81135, 0.67617], [-1.79726, -0.49948, 0.51441], [-1.83170, 1.15320, 0.56680], [0.26068, 1.63923, 0.07019], [-2.84668, 1.84508, -0.44826], [-2.90732, 2.26388, -1.84263], [-2.07524, 1.31617, -2.68941], [-4.37212, 2.19875, -2.23474], [-2.37786, 3.68571, -1.91986], [-2.05446, 1.60626, 2.08706], [-2.35701, 2.85486, 2.80613], [-2.74293, 3.94952, 1.82483], [-3.50542, 2.52343, 3.74064], [-1.11049, 3.23790, 3.58005], [-4.17095, -1.87790, 2.51150], [-3.82772, -0.15171, 2.35432], [-2.57304, -1.24943, 2.94901], [-4.88775, -1.80261, 0.02560], [-3.69837, -1.33563, -1.19995], [-4.39765, -0.11240, -0.11874], [-3.19791, -3.53492, 0.86295], [-1.60204, -2.99290, 1.39576], [-2.02987, -2.96599, -0.33641], [-2.40727, 0.28428, -2.55140], [-1.01361, 1.38102, -2.42252], [-2.17644, 1.58378, -3.74232], [-4.74085, 1.17329, -2.18130], [-4.50376, 2.56304, -3.25438], [-4.96815, 2.81997, -1.56563], [-1.33782, 3.73192, -1.58592], [-2.97440, 4.34740, -1.29145], [-2.42590, 4.04996, -2.94706], [-3.60598, 3.65122, 1.22938], [-1.91293, 4.18190, 1.15007], [-2.99774, 4.85708, 2.37266], [-4.39466, 2.24789, 3.17058], [-3.74718, 3.38920, 4.35857], [-3.23626, 1.69320, 4.39580], [-0.26425, 3.38531, 2.90425], [-0.85587, 2.46664, 4.30953], [-1.28340, 4.16993, 4.11917], [2.02088, -3.48543, 3.09458], [1.22519, -4.07329, 1.26209], [0.87963, -5.40915, 1.13019], [0.51091, -5.88122, -0.11588], [0.52740, -5.00753, -1.19104], [0.85057, -3.68874, -0.96033], [1.17499, -3.19718, 0.25449], [0.92411, -6.06594, 1.98715], [0.23722, -6.92034, -0.24572], [0.28224, -5.33818, -2.19153], [0.84044, -2.97970, -1.77151]]
}

---

{
  "formula": "C8H24BrO4",
  "method": "ωB97M-V/def2-TZVPD",
  "e_lumo_ev": 2.871,
  "e_above_lowest_kj_mol": 220.77,
  "energy_ha": -3194.1884,
  "homo_energy_ha": -0.1506,
  "homo_lumo_gap_ev": 6.97,
  "max_force_ev_per_a": 2.26,
  "spin_multiplicity": 1,
  "charge": -1,
  "elements": ["Br", "C", "C", "O", "H", "H", "H", "H", "H", "H", "C", "C", "O", "H", "H", "H", "H", "H", "H", "C", "C", "O", "H", "H", "H", "H", "H", "H", "C", "C", "O", "H", "H", "H", "H", "H", "H"],
  "xyz": [[-0.28990, -1.19970, -1.56072], [2.38344, 4.12541, 2.17128], [1.56166, 3.07737, 1.35517], [1.58294, 1.88073, 2.16249], [3.44516, 3.87891, 2.18106], [2.06412, 4.28295, 3.20148], [2.46132, 5.09565, 1.68072], [1.90948, 2.82850, 0.35259], [0.53691, 3.43017, 1.23883], [1.22074, 1.11627, 1.70861], [-5.64288, 1.53470, -0.53438], [-5.37288, -0.00023, -0.64931], [-4.89029, -0.27037, -1.92133], [-6.30487, 1.89192, -1.32322], [-4.67986, 2.02339, -0.68229], [-6.00571, 1.68124, 0.48296], [-6.35963, -0.45746, -0.57609], [-4.77829, -0.43106, 0.15627], [-3.93071, -0.27323, -1.89319], [-1.94243, -6.11157, 0.56107], [-1.66839, -5.51630, 1.98772], [-2.38435, -4.25759, 2.19310], [-1.57332, -5.50338, -0.26473], [-3.01883, -5.99320, 0.43678], [-1.71502, -7.17507, 0.48784], [-0.61315, -5.26680, 2.09861], [-1.86150, -6.27705, 2.74407], [-2.05122, -3.65205, 1.52682], [5.77147, 2.30482, -2.80019], [5.28056, 1.54234, -1.63440], [4.22009, 0.85114, -2.18720], [5.11472, 3.10383, -3.14426], [5.99773, 1.69703, -3.67626], [6.63853, 2.83266, -2.40308], [5.07786, 2.13093, -0.73965], [5.96001, 0.78910, -1.23555], [3.85650, 0.28600, -1.50163]]
}

---

{
  "formula": "C35H45As3N4O2PbS",
  "method": "ωB97M-V/def2-TZVPD",
  "e_lumo_ev": -0.089,
  "e_above_lowest_kj_mol": 0.00,
  "energy_ha": -9028.4463,
  "homo_energy_ha": -0.2728,
  "homo_lumo_gap_ev": 7.33,
  "max_force_ev_per_a": 2.83,
  "spin_multiplicity": 1,
  "elements": ["Pb", "O", "C", "C", "C", "C", "C", "C", "C", "N", "N", "C", "O", "C", "C", "C", "C", "C", "C", "H", "H", "H", "H", "H", "H", "H", "H", "H", "H", "C", "As", "C", "C", "C", "C", "C", "As", "C", "C", "C", "As", "C", "C", "H", "H", "H", "H", "H", "H", "H", "H", "H", "H", "H", "H", "H", "H", "H", "H", "H", "H", "H", "H", "H", "H", "H", "H", "H", "H", "H", "S", "C", "C", "C", "N", "C", "C", "C", "C", "C", "N", "C", "C", "H", "H", "H", "H", "H", "H", "H", "H"],
  "xyz": [[0.98721, -0.92788, 1.26470], [2.23981, -0.70505, 3.11868], [3.30628, -0.01110, 3.35752], [3.61744, 0.19159, 4.73949], [4.66507, 0.98803, 5.12263], [5.45960, 1.62292, 4.17825], [5.23680, 1.38369, 2.86575], [4.20670, 0.53204, 2.43323], [4.16017, 0.22618, 0.99569], [3.19883, -0.32528, 0.37942], [3.34666, -0.39519, -1.05009], [2.18670, -0.48894, -1.68348], [1.05057, -0.75602, -1.19322], [2.21114, -0.16806, -3.12185], [3.12197, 0.73579, -3.56775], [3.09474, 1.20035, -4.83920], [2.19628, 0.63176, -5.76717], [1.34503, -0.39650, -5.38515], [1.38664, -0.82703, -4.02820], [2.89095, -0.28546, 5.38962], [4.71423, 1.11127, 6.17579], [6.33318, 2.24812, 4.43541], [5.89174, 1.88253, 2.17930], [5.05321, 0.47053, 0.35182], [3.70583, 1.25703, -2.90679], [3.75157, 1.96780, -5.12401], [2.16446, 1.04970, -6.79960], [0.70886, -0.85127, -6.11341], [0.67426, -1.60057, -3.74717], [-3.81530, -0.05907, 1.80048], [-2.06083, 0.78140, 1.58599], [-1.76457, 1.50592, 3.36543], [-2.74349, 2.40399, 0.65433], [-1.71330, 2.98637, -0.29534], [-1.25038, 2.01179, -1.32817], [-0.52338, 3.58539, 0.55270], [0.81831, 2.40270, 1.24294], [2.21109, 2.94653, -0.05846], [1.46453, 3.45731, 2.77929], [-2.21064, 4.33213, -1.01303], [-3.88044, 4.57895, -2.03167], [-4.48626, 2.75197, -2.60293], [-5.26222, 4.90084, -0.65828], [-4.36386, 0.62671, 2.46279], [-3.84068, -1.04690, 2.24762], [-4.32611, -0.02705, 0.87014], [-0.68988, 1.87906, 3.50260], [-1.89487, 0.71474, 4.09961], [-2.45891, 2.31506, 3.62429], [-3.10241, 3.16504, 1.35094], [-3.61686, 2.14871, 0.14270], [-0.53839, 1.29850, -1.00969], [-0.82112, 2.58173, -2.14011], [-2.08135, 1.36684, -1.65961], [-1.01198, 4.13450, 1.36376], [0.06597, 4.22725, -0.11212], [2.28274, 4.03896, 0.14864], [1.83597, 2.80351, -1.05419], [3.11753, 2.42404, 0.06264], [1.74207, 4.52897, 2.47207], [2.30718, 2.95467, 3.27375], [0.68376, 3.61624, 3.51545], [-1.35725, 4.59034, -1.66018], [-2.30429, 5.17803, -0.31469], [-3.61973, 2.15630, -2.87420], [-5.17039, 2.90748, -3.39953], [-4.90849, 2.12352, -1.77429], [-5.02321, 5.73256, 0.01724], [-5.55197, 3.98741, -0.09542], [-6.17437, 5.15290, -1.23629], [0.07570, -7.39859, -0.86669], [0.81614, -5.92523, -0.16140], [0.76511, -5.75285, 1.24949], [1.23487, -4.55568, 1.72563], [1.73417, -3.60426, 0.87873], [1.75921, -3.79708, -0.40875], [1.29888, -4.97432, -1.00820], [-1.60691, -7.06308, -0.95366], [-2.24339, -5.94935, -0.37456], [-3.56812, -5.81674, -0.53127], [-4.34516, -6.67683, -1.20892], [-3.75347, -7.75665, -1.67800], [-2.38945, -7.97644, -1.53622], [0.35389, -6.60767, 1.76592], [1.32724, -4.34732, 2.79310], [2.18931, -3.08496, -1.13453], [1.43175, -5.09207, -2.11905], [-1.69745, -5.20133, 0.26859], [-4.00764, -4.98745, -0.07181], [-4.35355, -8.46759, -2.20454], [-1.88931, -8.89085, -1.90122]]
}